Below is C16H34FN4O8Zr as an isolated structure in a non-equilibrium geometry, with properties calculated with the ωB97M-V functional and the def2-TZVPD basis.

Values from the calculation:
Net charge: +3
F_max, Eh/bohr: 0.2062
Gap between HOMO and LUMO, eV: 1.8

```
64
C16H34FN4O8Zr (the ωB97M-V functional and the def2-TZVPD basis)
Zr 2.75 0.38 0.72
C -0.54 -0.55 -0.20
O 0.79 -0.46 0.18
H -0.95 0.43 0.03
H -0.65 -0.84 -1.25
H -1.21 -1.15 0.41
C 4.06 -3.85 2.07
C 3.24 -3.23 0.96
O 3.04 -2.04 0.94
N 2.86 -4.00 0.03
C 1.95 -3.69 -1.07
H 5.08 -4.08 1.77
H 3.61 -4.77 2.47
H 4.12 -3.17 2.93
H 3.24 -4.93 -0.04
H 1.04 -4.25 -0.84
H 2.37 -4.02 -2.02
H 1.92 -2.62 -1.28
C -0.57 1.18 3.42
C 0.29 2.20 2.58
O 1.26 1.75 1.97
N -0.18 3.46 2.63
C 0.48 4.68 2.15
H -1.00 0.33 2.90
H -1.40 1.74 3.84
H 0.05 1.06 4.31
H -1.09 3.52 3.07
H 0.37 5.33 3.01
H 0.13 5.18 1.25
H 1.53 4.50 1.90
C 3.49 3.37 -1.80
C 2.07 2.89 -1.33
O 1.99 1.91 -0.61
N 0.97 3.61 -1.68
C -0.43 3.30 -1.19
H 4.06 2.63 -2.36
H 4.13 3.69 -0.98
H 3.33 4.28 -2.39
H 1.01 4.19 -2.51
H -0.72 2.42 -1.77
H -1.21 4.03 -1.44
H -0.63 3.28 -0.12
C -3.17 -1.99 3.19
C -4.65 -2.28 3.27
O -5.22 -2.31 4.38
N -5.23 -2.54 2.13
C -6.69 -2.91 1.88
H -2.70 -2.10 2.22
H -2.63 -2.79 3.71
H -2.77 -1.12 3.71
H -4.60 -2.54 1.34
H -7.11 -3.26 2.82
H -6.89 -3.66 1.12
H -7.15 -1.94 1.68
C 1.04 0.44 -4.54
C -0.40 0.41 -4.81
O -0.47 -0.45 -5.82
C 0.70 -0.48 -6.50
O 0.93 -1.09 -7.55
O 1.59 0.23 -5.86
F -1.00 1.64 -5.01
H 1.40 -0.35 -3.89
H 1.24 1.44 -4.16
H -0.87 -0.08 -3.95
```



Below is a 3-piece molecular cluster, C16H34I2NO4S3 overall, with properties calculated with the ωB97M-V functional and the def2-TZVPD basis.

Values from the calculation:
Net charge: +1
F_max, Eh/bohr: 0.0095
Gap between HOMO and LUMO, eV: 9.4

```
60
C16H34I2NO4S3 (the ωB97M-V functional and the def2-TZVPD basis)
C 2.55 0.43 1.50
C 1.13 0.18 0.98
C 0.16 1.28 1.42
I -0.36 1.14 3.47
S -1.23 1.25 0.26
C -2.00 -0.46 0.60
N -3.41 -0.54 0.67
C -4.06 -0.33 1.97
C -2.48 2.39 0.85
C -2.17 3.90 0.63
C -0.93 4.26 -0.18
I -2.16 4.94 2.49
H 3.28 0.32 0.70
H 2.81 -0.28 2.29
H 2.66 1.43 1.90
H 0.79 -0.81 1.30
H 1.13 0.20 -0.11
H 0.63 2.25 1.25
H -1.59 -1.03 -0.23
H -1.54 -0.78 1.53
H -3.90 -0.11 -0.09
H -4.39 -1.28 2.39
H -3.38 0.14 2.68
H -4.93 0.31 1.85
H -2.72 2.15 1.88
H -3.34 2.13 0.24
H -3.04 4.31 0.12
H -1.03 5.28 -0.55
H -0.02 4.24 0.42
H -0.80 3.61 -1.04
C 4.62 2.58 -2.52
C 4.08 1.49 -3.46
C 2.65 1.17 -3.02
S 2.01 2.68 -2.28
O 1.75 2.43 -0.87
O 0.95 3.23 -3.07
C 3.52 3.63 -2.43
H 5.54 3.02 -2.88
H 4.81 2.16 -1.53
H 4.07 1.87 -4.49
H 4.71 0.60 -3.45
H 1.99 0.89 -3.83
H 2.63 0.40 -2.25
H 3.58 4.30 -1.57
H 3.43 4.21 -3.34
C -0.78 -6.19 1.13
C -2.15 -5.75 0.62
C -2.19 -4.22 0.67
S -0.48 -3.68 0.46
O -0.03 -3.01 1.66
O -0.32 -2.99 -0.80
C 0.24 -5.32 0.40
H -0.59 -7.25 0.93
H -0.70 -6.03 2.20
H -2.29 -6.08 -0.41
H -2.96 -6.17 1.21
H -2.78 -3.76 -0.12
H -2.52 -3.85 1.64
H 1.22 -5.27 0.86
H 0.33 -5.59 -0.65
```



Below is an isolated ion of composition C16H34N3S and charge +1, with properties calculated with the ωB97M-V functional and the def2-TZVPD basis.

Values from the calculation:
SMILES: CCCCCCCCNC(=S)NCC[NH+]1CCCCC1
Net charge: +1
F_max, Eh/bohr: 0.0158
Gap between HOMO and LUMO, eV: 10.0

```
54
C16H34N3S (the ωB97M-V functional and the def2-TZVPD basis)
C -0.04 -5.68 2.72
C -0.40 -4.23 3.02
C 0.15 -3.28 1.95
C -0.08 -1.81 2.27
C -1.55 -1.40 2.24
C -1.73 0.10 2.43
C -3.17 0.58 2.20
C -3.58 0.60 0.72
N -2.82 1.57 -0.05
C -1.75 1.37 -0.82
S -1.13 2.70 -1.65
N -1.18 0.15 -0.91
C -0.27 -0.26 -1.95
C 1.20 0.05 -1.62
N 1.54 1.45 -1.96
C 1.97 1.59 -3.37
C 2.09 3.06 -3.73
C 3.09 3.75 -2.81
C 2.66 3.55 -1.36
C 2.52 2.06 -1.05
H 1.04 -5.80 2.71
H -0.43 -5.99 1.76
H -0.44 -6.34 3.49
H 0.00 -3.94 3.99
H -1.49 -4.14 3.07
H 1.22 -3.46 1.86
H -0.30 -3.53 0.99
H 0.33 -1.58 3.26
H 0.47 -1.20 1.54
H -2.09 -1.92 3.04
H -1.99 -1.73 1.30
H -1.45 0.36 3.46
H -1.05 0.65 1.77
H -3.86 -0.07 2.73
H -3.28 1.59 2.60
H -3.48 -0.38 0.27
H -4.63 0.89 0.65
H -3.12 2.53 0.03
H -1.53 -0.56 -0.29
H -0.38 -1.34 -2.07
H -0.56 0.22 -2.88
H 1.85 -0.63 -2.17
H 1.36 -0.10 -0.55
H 0.59 2.02 -1.87
H 1.24 1.10 -4.02
H 2.94 1.09 -3.48
H 2.41 3.15 -4.77
H 1.12 3.54 -3.64
H 3.14 4.82 -3.03
H 4.09 3.33 -2.96
H 3.39 3.98 -0.68
H 1.70 4.04 -1.19
H 2.18 1.92 -0.03
H 3.48 1.55 -1.18
```



Below is a 5-piece molecular cluster, C16H35Cl6N2O6 overall in a non-equilibrium geometry, with properties calculated with the ωB97M-V functional and the def2-TZVPD basis.

Values from the calculation:
F_max, Eh/bohr: 0.0854
Gap between HOMO and LUMO (spin up / spin down), eV: 7.7 / 8.9
2S+1: 2

```
65
C16H35Cl6N2O6 (the ωB97M-V functional and the def2-TZVPD basis)
C -19.74 -6.07 -30.40
C -19.84 -4.74 -31.16
C -20.97 -4.76 -32.15
O -21.32 -3.44 -32.56
C -21.92 -3.41 -33.83
N -20.18 -3.67 -30.07
H -20.74 -2.88 -30.39
H -20.77 -4.25 -29.47
H -19.44 -3.20 -29.58
H -20.69 -6.56 -30.21
H -19.27 -6.06 -29.42
H -19.18 -6.80 -30.99
H -18.86 -4.45 -31.52
H -21.89 -5.20 -31.75
H -20.75 -5.37 -33.03
H -21.31 -3.83 -34.64
H -22.12 -2.37 -34.10
H -22.89 -3.91 -33.77
Cl -23.17 -3.85 -28.00
O -22.35 -3.16 -27.06
O -22.48 -5.05 -28.33
O -24.48 -4.09 -27.40
O -23.31 -2.98 -29.16
C -26.94 0.05 -25.39
C -25.51 0.46 -25.91
C -25.79 1.09 -27.32
C -24.57 1.84 -27.80
C -24.30 2.95 -26.78
C -23.88 2.36 -25.45
N -24.86 1.39 -24.94
O -24.68 0.88 -23.68
C -22.48 1.71 -25.59
C -23.76 3.58 -24.50
C -24.73 -0.86 -26.10
H -27.35 -0.60 -26.16
H -27.66 0.86 -25.23
H -26.85 -0.51 -24.46
H -25.90 0.25 -28.00
H -26.69 1.69 -27.35
H -24.85 2.28 -28.76
H -23.74 1.18 -28.04
H -25.21 3.54 -26.65
H -23.56 3.56 -27.32
H -22.43 0.90 -26.32
H -21.78 2.49 -25.87
H -22.22 1.29 -24.62
H -23.78 3.35 -23.44
H -22.86 4.16 -24.69
H -24.57 4.28 -24.71
H -25.39 -1.70 -26.31
H -24.29 -1.18 -25.15
H -23.84 -0.74 -26.72
Cl -25.26 -5.38 -31.85
C -26.19 -4.37 -30.71
C -27.51 -3.79 -31.14
Cl -27.37 -2.63 -32.49
H -25.53 -3.60 -30.29
H -26.28 -5.01 -29.83
H -27.97 -3.34 -30.26
H -28.25 -4.55 -31.40
C -23.26 -8.43 -29.48
Cl -25.01 -8.34 -29.81
Cl -22.36 -8.53 -30.98
Cl -22.89 -9.82 -28.37
H -22.93 -7.56 -28.91
```



> Look up the F_max of the third one.

0.0158 Eh/bohr



> The lowest F_max belongs to which entry?

C16H34I2NO4S3



> F_max of number 2 (C16H34I2NO4S3)?

0.0095 Eh/bohr



> What is the formula in the first record?

C16H34FN4O8Zr